[1]
{
  "formula": "C3H7NO",
  "method": "ωB97M-V/def2-TZVPD",
  "symbols": ["O", "C", "C", "C", "N", "H", "H", "H", "H", "H", "H", "H"],
  "positions_angstrom": [[-1.45, 0.06, 1.24], [-0.28, 0.18, 1.03], [0.37, 0.35, -0.34], [1.71, -0.40, -0.30], [-0.58, -0.17, -1.33], [0.45, 0.45, 1.82], [0.57, 1.37, -0.71], [1.69, -1.27, 0.38], [2.48, 0.34, -0.06], [1.96, -0.73, -1.32], [-1.54, -0.12, -1.03], [-0.49, 0.21, -2.26]],
  "relative_energy_kj_mol": 145.6,
  "e_tot_ev": -6761.242,
  "smiles": "C[C@@H](N)C=O",
  "homo_ev": -9.22
}

[2]
{
  "formula": "C3H7NO",
  "method": "ωB97M-V/def2-TZVPD",
  "symbols": ["C", "C", "C", "O", "N", "H", "H", "H", "H", "H", "H", "H"],
  "positions_angstrom": [[-1.54, 0.23, 0.06], [-0.29, -0.53, 0.51], [0.91, 0.34, 0.21], [1.05, 1.43, 0.74], [1.80, -0.12, -0.72], [-2.45, -0.17, 0.51], [-1.42, 1.27, 0.37], [-1.65, 0.20, -1.03], [-0.22, -1.52, 0.04], [-0.32, -0.69, 1.59], [1.65, -0.97, -1.23], [2.49, 0.53, -1.05]],
  "relative_energy_kj_mol": 4.6,
  "e_tot_ev": -6762.703,
  "smiles": "CCC(N)=O",
  "homo_ev": -9.79
}

[3]
{
  "formula": "C3H7NO",
  "method": "ωB97M-V/def2-TZVPD",
  "symbols": ["C", "O", "C", "N", "C", "H", "H", "H", "H", "H", "H", "H"],
  "positions_angstrom": [[-1.86, 0.01, -0.73], [-0.90, -0.14, 0.31], [0.40, -0.09, -0.06], [0.74, -0.07, -1.28], [1.27, -0.04, 1.17], [-1.99, 1.07, -0.97], [-1.55, -0.52, -1.63], [-2.80, -0.40, -0.34], [1.76, -0.05, -1.35], [1.07, -0.91, 1.81], [2.32, -0.02, 0.90], [1.02, 0.85, 1.75]],
  "relative_energy_kj_mol": 93.2,
  "e_tot_ev": -6761.784,
  "smiles": "[H]/N=C(\\C)OC",
  "homo_ev": -10.00
}

[4]
{
  "formula": "C3H7NO",
  "method": "ωB97M-V/def2-TZVPD",
  "symbols": ["C", "C", "C", "N", "O", "H", "H", "H", "H", "H", "H", "H"],
  "positions_angstrom": [[-0.12, 0.21, 0.23], [0.41, 0.75, -1.01], [0.68, 0.17, 1.44], [-1.28, -1.55, -0.55], [-2.06, -2.30, 0.02], [-0.02, 1.82, -0.86], [1.53, 0.93, -1.05], [-0.13, 0.41, -2.00], [1.44, -0.54, 1.25], [1.19, 1.18, 1.64], [-0.07, -0.26, 2.12], [-1.56, -0.82, -1.23]],
  "relative_energy_kj_mol": 745.9,
  "e_tot_ev": -6755.020,
  "homo_ev": [-7.96, -7.87]
}